No. 1
Molecular formula: C3H8N2O2
Method: DFT, the ωB97M-V functional and the def2-TZVPD basis

Geometry as ORCA input:
```
! RIJCOSX wB97M-V def2-TZVPD def2/J DEFGRID3
* xyz 0 1
N -0.89 1.97 0.50
C -0.49 0.93 -0.41
O -1.38 -0.10 -0.54
H -1.32 1.61 1.34
H -0.16 2.63 0.74
H -0.12 1.37 -1.37
N -0.23 -2.19 0.44
C 0.78 0.04 0.15
C 0.09 -1.16 -0.41
O 2.06 0.35 -0.40
H 1.90 0.72 -1.28
H -0.51 -1.91 1.37
H -0.86 -2.89 0.07
H 0.82 0.05 1.24
H 0.31 -1.43 -1.44
*
```

Output
**Relative energy (zero: lowest compared OMol25 entry of this formula, charge and spin)**: 67.27 kcal/mol
**E**: -379.0338 Eh
**Molar mass**: 104.1 g/mol
**Maximum force**: 0.066 Eh/bohr
**Gap between HOMO and LUMO**: 9.38 eV

No. 2
Molecular formula: C3H8N2O2
Method: DFT, the ωB97M-V functional and the def2-TZVPD basis

Geometry as ORCA input:
```
! RIJCOSX wB97M-V def2-TZVPD def2/J DEFGRID3
* xyz 0 1
C 3.64 -0.50 -1.98
C 3.45 -0.50 -0.55
N 2.77 0.69 -0.20
C 3.11 1.57 -1.34
N 3.61 0.89 -2.45
H 3.45 -1.38 -2.70
H 3.44 -1.38 0.14
H 3.16 1.20 0.56
H 2.96 2.69 -1.20
O -6.45 -1.03 1.45
H -6.91 -1.39 0.63
H -5.93 -0.25 1.17
O -3.43 -0.08 2.59
H -2.97 0.29 1.85
H -3.90 -0.79 2.03
*
```

Output
**Relative energy (zero: lowest compared OMol25 entry of this formula, charge and spin)**: 79.03 kcal/mol
**E**: -379.0151 Eh
**Molar mass**: 104.1 g/mol
**Maximum force**: 0.100 Eh/bohr
**Gap between HOMO and LUMO**: 9.39 eV

No. 3
Molecular formula: C3H8N2O2
Method: DFT, the ωB97M-V functional and the def2-TZVPD basis

Geometry as ORCA input:
```
! RIJCOSX wB97M-V def2-TZVPD def2/J DEFGRID3
* xyz 0 1
C -0.12 0.19 -1.10
C -0.12 -0.55 -2.24
N 0.16 -1.84 -1.81
C 0.33 -1.81 -0.46
N 0.34 -0.59 -0.02
H -0.43 1.20 -0.94
H -0.31 -0.37 -3.28
H 0.14 -2.64 -2.42
H 0.41 -2.76 0.04
O -0.97 2.91 1.56
H -1.16 1.98 1.69
H -0.10 2.76 1.17
O 0.50 0.61 2.80
H 1.42 0.51 2.56
H 0.14 0.41 1.92
*
```

Output
**Relative energy (zero: lowest compared OMol25 entry of this formula, charge and spin)**: 34.02 kcal/mol
**E**: -379.0868 Eh
**Molar mass**: 104.1 g/mol
**Maximum force**: 0.044 Eh/bohr
**Gap between HOMO and LUMO**: 10.13 eV

No. 4
Molecular formula: C3H8N2O2
Method: DFT, the ωB97M-V functional and the def2-TZVPD basis

Geometry as ORCA input:
```
! RIJCOSX wB97M-V def2-TZVPD def2/J DEFGRID3
* xyz 0 1
N 2.31 0.94 -0.21
C 0.95 0.83 -0.27
O 0.22 1.73 0.12
N 0.53 -0.38 -0.83
C -0.86 -0.83 -0.60
C -1.30 -0.73 0.87
O -1.86 0.51 1.19
H 2.61 1.62 0.47
H 2.84 0.08 -0.24
H 0.79 -0.36 -1.81
H -0.91 -1.87 -0.93
H -1.58 -0.25 -1.19
H -0.45 -0.99 1.52
H -2.08 -1.47 1.05
H -1.23 1.18 0.86
*
```

Output
**Relative energy (zero: lowest compared OMol25 entry of this formula, charge and spin)**: 13.42 kcal/mol
**E**: -379.1196 Eh
**Molar mass**: 104.1 g/mol
**Maximum force**: 0.009 Eh/bohr
**Gap between HOMO and LUMO**: 10.50 eV